Entry 1:
The following is a quantum chemistry calculation of an isolated molecule of C5H6N2 in a non-equilibrium geometry, from the OMol25 dataset.

Structure (XYZ):
```
13
Properties=species:S:1:pos:R:3:forces:R:3
N 0.25352 -1.20305 -0.09057 -0.4 0.0 0.3
N -2.35007 0.71327 -1.52761 1.0 -0.3 -0.1
H -1.47638 -0.15704 0.59258 0.0 0.5 0.2
C -0.50753 -0.40253 1.01300 -0.1 -0.1 -0.1
H 2.10192 0.03716 -0.64783 -0.1 -0.2 0.1
C 0.01890 -0.33842 -1.28419 -0.1 0.0 -0.1
C -1.27546 0.29154 -1.44885 -0.9 0.5 -0.1
H 0.40047 -0.71543 -2.23413 -0.1 -0.2 0.4
C 0.63457 0.61230 1.00741 0.0 0.2 0.1
C 1.06782 0.03979 -0.30986 0.3 0.2 0.0
H -0.73473 -0.76835 2.02150 0.5 -1.0 -0.5
H 1.35542 0.21152 1.72907 0.0 0.4 0.0
H 0.51154 1.67924 1.17949 -0.2 0.0 -0.2
```
Positions in Å, forces in eV/Å.

Summary:
Energy relative to the best compared isomer or geometry (same formula, charge and spin): 280.5 kJ/mol
HOMO level: -9.854 eV
Electronic energy: -8259.4512 eV
Lowest unoccupied orbital energy: 0.0325 hartree
Strongest force on any atom: 1.22 eV/A
Orbital gap: 0.395 Eh
Structure (SMILES): N#C[C@H]1[C@H]2CCN21

Entry 2:
The following is a quantum chemistry calculation of a structure of composition C5H6N2 in a non-equilibrium geometry, from the OMol25 dataset.

Structure (XYZ):
```
13
Properties=species:S:1:pos:R:3:forces:R:3
C 0.92283 0.40646 -0.03308 -5.0 2.4 -1.6
C -3.20135 0.82861 -0.18864 1.8 2.1 0.4
H 1.29940 0.07474 0.83356 1.5 -0.4 3.6
H 1.57779 0.14332 -0.78414 1.6 0.1 -1.7
C -2.09398 1.44634 0.06312 -1.5 -0.4 -0.7
N -2.81705 -1.00738 0.15861 2.0 -3.3 1.1
H -1.41745 0.08832 1.50597 -0.7 -0.8 -1.8
H -0.39306 -0.32832 -1.35460 -1.0 -0.4 -3.2
H 0.48285 1.47443 -0.09527 1.7 -1.4 0.4
C -0.34323 -0.44694 -0.35053 0.5 1.1 2.8
C -1.63034 -0.05967 0.36797 0.1 1.7 1.4
H -0.07124 -1.39950 -0.00062 -0.2 -1.8 -0.2
N -3.83043 -0.37748 -0.14295 -0.8 1.1 -0.5
```
Positions in Å, forces in eV/Å.

Summary:
Energy relative to the best compared isomer or geometry (same formula, charge and spin): 712.6 kJ/mol
HOMO level: -9.968 eV
Electronic energy: -8254.9723 eV
Lowest unoccupied orbital energy: -0.0078 hartree
Strongest force on any atom: 5.83 eV/A
Orbital gap: 0.359 Eh

Entry 3:
The following is a quantum chemistry calculation of a structure of composition C5H6N2 in a non-equilibrium geometry, from the OMol25 dataset.

Structure (XYZ):
```
13
Properties=species:S:1:pos:R:3:forces:R:3
C -2.39796 -0.03009 -0.28948 1.4 -3.0 1.5
N 1.81165 -0.24539 -0.26804 1.1 0.7 -0.8
C 1.44443 0.94582 -0.02477 -3.0 -0.1 -0.8
C -1.04375 0.13209 -0.04052 -2.0 -0.1 0.6
H -3.18989 0.73692 -0.24687 0.8 -0.3 -0.5
C -0.23073 1.35282 0.20627 4.4 2.3 3.0
H -0.24217 2.30926 -0.37023 -0.9 -1.1 0.0
N 0.99435 -1.37681 -0.01821 -0.9 1.9 1.5
H -0.19840 1.87010 1.45551 -0.5 -2.0 -3.6
H 2.16016 1.76843 -0.27797 -0.7 -0.7 0.6
C -0.22436 -1.08448 0.26668 -1.0 -3.7 1.3
H -2.77358 -1.22493 -0.22995 1.0 3.6 -0.4
H -0.68392 -2.00132 0.96418 0.4 2.4 -2.5
```
Positions in Å, forces in eV/Å.

Summary:
Energy relative to the best compared isomer or geometry (same formula, charge and spin): 498.2 kJ/mol
HOMO level: -9.075 eV
Electronic energy: -8257.1950 eV
Lowest unoccupied orbital energy: -0.0102 hartree
Strongest force on any atom: 5.77 eV/A
Orbital gap: 0.323 Eh

Entry 4:
The following is a quantum chemistry calculation of a structure of composition C5H6N2, from the OMol25 dataset.

Structure (XYZ):
```
13
Properties=species:S:1:pos:R:3:forces:R:3
C 1.93857 0.79249 0.11213 0.0 0.1 0.0
H -1.94944 2.00389 0.42501 0.0 0.0 0.0
H -0.18443 -2.72633 -0.62466 -0.1 0.1 0.0
H -1.34590 -2.82677 0.82572 0.0 0.1 0.0
C -0.93464 -2.25797 -0.00274 0.1 0.0 0.0
N -0.19720 1.64708 -0.73337 -0.2 0.1 -0.1
H 2.05980 1.06373 1.16531 0.0 0.0 -0.1
C -1.38846 1.21217 -0.05908 0.9 -0.1 0.1
N -1.99650 0.01960 -0.17978 0.0 -0.2 -0.3
H 2.40333 -0.18446 -0.02156 0.0 0.1 0.0
C 0.48516 0.74032 -0.18499 -0.6 -0.1 0.2
C -1.33235 -1.03402 -0.22132 -0.1 0.1 0.2
H 2.44206 1.55029 -0.50067 -0.1 -0.1 0.0
```
Positions in Å, forces in eV/Å.

Summary:
Energy relative to the best compared isomer or geometry (same formula, charge and spin): 510.7 kJ/mol
HOMO level (spin up / spin down): -7.711 / -7.714 eV
Electronic energy: -8257.0659 eV
Lowest unoccupied orbital energy (spin up / spin down): 0.0081 / 0.0082 hartree
Strongest force on any atom: 0.90 eV/A
Orbital gap (spin up / spin down): 0.291 / 0.292 Eh

- The highest electronic energy belongs to which entry?
  number 2

Please write out number 2 again, unchanged.
The following is a quantum chemistry calculation of a structure of composition C5H6N2 in a non-equilibrium geometry, from the OMol25 dataset.

Structure (XYZ):
```
13
Properties=species:S:1:pos:R:3:forces:R:3
C 0.92283 0.40646 -0.03308 -5.0 2.4 -1.6
C -3.20135 0.82861 -0.18864 1.8 2.1 0.4
H 1.29940 0.07474 0.83356 1.5 -0.4 3.6
H 1.57779 0.14332 -0.78414 1.6 0.1 -1.7
C -2.09398 1.44634 0.06312 -1.5 -0.4 -0.7
N -2.81705 -1.00738 0.15861 2.0 -3.3 1.1
H -1.41745 0.08832 1.50597 -0.7 -0.8 -1.8
H -0.39306 -0.32832 -1.35460 -1.0 -0.4 -3.2
H 0.48285 1.47443 -0.09527 1.7 -1.4 0.4
C -0.34323 -0.44694 -0.35053 0.5 1.1 2.8
C -1.63034 -0.05967 0.36797 0.1 1.7 1.4
H -0.07124 -1.39950 -0.00062 -0.2 -1.8 -0.2
N -3.83043 -0.37748 -0.14295 -0.8 1.1 -0.5
```
Positions in Å, forces in eV/Å.

Summary:
Energy relative to the best compared isomer or geometry (same formula, charge and spin): 712.6 kJ/mol
HOMO level: -9.968 eV
Electronic energy: -8254.9723 eV
Lowest unoccupied orbital energy: -0.0078 hartree
Strongest force on any atom: 5.83 eV/A
Orbital gap: 0.359 Eh

What did the third record say?
The following is a quantum chemistry calculation of a structure of composition C5H6N2 in a non-equilibrium geometry, from the OMol25 dataset.

Structure (XYZ):
```
13
Properties=species:S:1:pos:R:3:forces:R:3
C -2.39796 -0.03009 -0.28948 1.4 -3.0 1.5
N 1.81165 -0.24539 -0.26804 1.1 0.7 -0.8
C 1.44443 0.94582 -0.02477 -3.0 -0.1 -0.8
C -1.04375 0.13209 -0.04052 -2.0 -0.1 0.6
H -3.18989 0.73692 -0.24687 0.8 -0.3 -0.5
C -0.23073 1.35282 0.20627 4.4 2.3 3.0
H -0.24217 2.30926 -0.37023 -0.9 -1.1 0.0
N 0.99435 -1.37681 -0.01821 -0.9 1.9 1.5
H -0.19840 1.87010 1.45551 -0.5 -2.0 -3.6
H 2.16016 1.76843 -0.27797 -0.7 -0.7 0.6
C -0.22436 -1.08448 0.26668 -1.0 -3.7 1.3
H -2.77358 -1.22493 -0.22995 1.0 3.6 -0.4
H -0.68392 -2.00132 0.96418 0.4 2.4 -2.5
```
Positions in Å, forces in eV/Å.

Summary:
Energy relative to the best compared isomer or geometry (same formula, charge and spin): 498.2 kJ/mol
HOMO level: -9.075 eV
Electronic energy: -8257.1950 eV
Lowest unoccupied orbital energy: -0.0102 hartree
Strongest force on any atom: 5.77 eV/A
Orbital gap: 0.323 Eh